(one)
Here is a gas-phase ion, C6H10N (charge +1) from the OMol25 dataset. Energies are from the ωB97M-V functional and the def2-TZVPD basis.

## Properties
- E_HOMO: -14.62 eV

The geometry in ORCA input format:
```
! RIJCOSX wB97M-V def2-TZVPD def2/J DEFGRID3
* xyz 1 1
C -2.96 -0.85 -0.20
C -2.16 0.06 -0.19
C -1.29 1.18 -0.15
C 0.25 0.48 -0.10
C 1.39 1.31 0.24
N 0.27 -0.76 -0.38
C 1.36 -1.56 0.20
H -3.74 -1.50 -0.61
H -1.29 1.96 -0.91
H -1.33 1.57 0.85
H 1.72 1.92 -0.64
H 2.30 0.67 0.53
H 1.09 2.02 1.10
H -0.64 -1.36 -0.58
H 2.27 -1.44 -0.48
H 1.68 -1.05 1.10
H 1.07 -2.64 0.23
*
```

These are the Mulliken partial charges, in e, on atoms 1 to 8: 0.049 -0.580 -0.361 0.444 -1.035 -0.047 -0.997 0.401

(two)
Here is a gas-phase ion, C6H10N (charge +1) from the OMol25 dataset. Energies are from the ωB97M-V functional and the def2-TZVPD basis.

## Properties
- E_HOMO (spin up / spin down): -13.92 / -13.92 eV

The geometry in ORCA input format:
```
! RIJCOSX wB97M-V def2-TZVPD def2/J DEFGRID3
* xyz 1 1
C 0.38 -1.42 -1.09
C -0.21 -0.53 -0.14
C 2.67 -0.59 -1.24
C 1.66 -1.38 -1.68
C -1.86 1.59 0.98
C -1.04 0.60 1.81
N -0.33 -0.37 1.08
H -0.33 -2.13 -1.51
H -0.79 0.10 -0.87
H 3.65 -0.65 -1.69
H 2.54 0.12 -0.43
H 1.83 -2.07 -2.50
H -1.22 2.18 0.32
H -2.61 1.07 0.40
H -2.37 2.28 1.65
H -1.67 0.06 2.51
H -0.29 1.13 2.41
*
```

These are the Mulliken partial charges, in e, on atoms 1 to 8: -0.138 0.157 -0.541 -0.059 -1.265 -0.164 -0.367 0.376

(three)
Here is 2 unconnected molecules or ions with the total composition C6H10N from the OMol25 dataset. Energies are from the ωB97M-V functional and the def2-TZVPD basis.

## Properties
- E_HOMO: -13.91 eV

The geometry in ORCA input format:
```
! RIJCOSX wB97M-V def2-TZVPD def2/J DEFGRID3
* xyz 1 1
C 0.70 -1.52 1.32
C -0.55 -0.90 1.35
C 0.77 2.12 -0.83
C 0.64 -0.12 1.53
C -2.05 -0.98 1.38
C 1.00 -0.05 -1.67
N 0.66 0.89 -0.58
H 1.36 -2.44 1.07
H 0.88 2.48 -1.92
H 0.68 2.80 0.09
H 1.08 0.79 1.87
H -2.71 -0.99 0.46
H -2.21 -0.07 1.94
H -2.23 -2.00 1.85
H 0.50 -0.93 -1.60
H 2.08 -0.25 -1.63
H 0.61 0.49 -2.57
*
```

These are the Mulliken partial charges, in e, on atoms 1 to 8: -0.280 0.338 -0.188 -0.059 -0.827 -1.032 -0.138 0.350

(four)
Here is 2 unconnected molecules or ions with the total composition C6H10N from the OMol25 dataset. Energies are from the ωB97M-V functional and the def2-TZVPD basis.

## Properties
- E_HOMO (spin up / spin down): -12.32 / -13.15 eV

The geometry in ORCA input format:
```
! RIJCOSX wB97M-V def2-TZVPD def2/J DEFGRID3
* xyz 1 1
C 0.32 1.66 -2.10
C 0.64 0.59 -1.58
C -1.89 0.44 0.25
C -0.79 -0.05 0.96
C 2.46 -0.49 -0.17
C 1.13 -0.42 -0.80
N -1.92 -0.95 0.81
H -0.08 2.49 -2.55
H -2.70 1.17 0.76
H -1.94 0.41 -0.83
H -0.46 0.22 1.92
H 2.44 -1.17 0.78
H 3.27 -1.04 -0.63
H 3.08 0.52 -0.15
H 0.82 -1.39 -1.09
H -2.59 -1.15 1.59
H -1.99 -1.68 0.05
*
```

These are the Mulliken partial charges, in e, on atoms 1 to 8: 0.082 -0.278 -0.222 -0.370 -1.104 -0.123 -0.234 0.475

The most stable of them is (one).